No. 1
C27H57Br14NOP as an isolated structure. Source: the Open Molecules 2025 dataset; level of theory: ωB97M-V/def2-TZVPD.

```
101
Properties=species:S:1:pos:R:3:lowdin_charge:R:1
H -0.238 -3.396 2.572 -0.02
H 4.729 -2.299 1.875 0.03
H 3.232 -7.351 3.316 0.04
Br -4.123 -0.795 3.368 0.59
C 1.739 -2.914 2.265 -0.69
H 3.766 3.255 -6.423 0.06
C -3.920 -3.633 3.683 -0.69
H 6.253 3.204 -5.640 0.05
H -3.297 3.635 -0.581 0.10
H 5.703 6.257 -0.500 0.06
H -3.821 0.971 1.032 0.02
H 3.650 -0.748 -6.841 0.02
H 4.580 6.807 -2.587 -0.01
C 2.731 -7.297 2.350 -0.68
H -7.557 1.267 2.451 0.05
H 1.617 3.757 0.417 0.07
C 5.505 3.946 -5.372 -0.68
C 1.976 -1.748 -5.878 -0.69
Br 4.014 1.654 -4.560 0.63
H 3.015 0.957 4.747 0.10
H -4.964 -1.059 -2.767 0.04
Br 1.811 -5.552 2.268 0.86
H 4.871 -2.370 0.095 0.02
H 2.987 -0.376 2.720 0.07
C 0.866 1.181 4.207 -0.20
C 1.216 -1.672 3.110 -0.29
C 1.781 -8.447 2.120 -0.72
H 1.043 2.083 0.277 0.11
H -0.360 3.835 -1.033 0.09
C -3.900 -2.575 2.611 -0.67
H -4.705 -3.480 4.419 0.04
H 2.324 -9.376 1.935 0.04
C 2.119 0.322 4.580 -0.22
H 0.980 2.166 4.726 0.10
H -1.038 4.383 0.522 0.10
H 3.388 4.043 -4.878 0.04
H -4.997 -0.310 -5.264 0.05
H 0.126 -3.295 0.948 0.02
H -9.353 1.422 0.566 0.05
H 1.503 3.529 2.762 0.10
Br -7.287 0.464 -0.381 0.66
H 3.479 -7.261 1.556 0.05
H 4.634 4.879 -0.831 0.03
C 0.650 2.995 2.295 -0.18
H -5.107 1.950 0.273 0.00
C 2.445 -0.839 3.581 -0.25
H -4.029 -4.622 3.240 0.06
H 4.478 -0.804 0.920 0.01
H 5.601 4.807 -6.032 0.06
C 0.784 3.069 0.721 -0.20
H 1.089 -8.267 1.300 0.04
H -3.226 -0.236 -5.180 0.05
H 1.486 -2.718 -5.880 0.05
H 1.772 -4.181 -0.344 -0.01
C -4.193 -1.250 -3.510 -0.70
H -9.214 0.829 2.914 0.05
C -4.142 -0.206 -4.597 -0.69
H 0.668 -2.062 3.996 0.09
H 3.182 -1.533 4.045 0.10
Br -7.767 -1.169 2.910 0.59
C -0.545 3.521 0.023 -0.21
Br -2.235 -3.695 4.656 0.64
H -3.048 3.320 1.231 0.10
Br 3.174 -2.714 -8.297 0.58
Br 0.725 -0.479 -6.665 0.57
H 0.517 -1.120 2.432 0.08
Br -2.505 -1.364 -2.552 0.60
H -3.864 1.057 -0.739 0.02
Br 5.965 4.601 -3.598 0.69
H -0.056 0.735 4.645 0.10
Br 3.845 6.204 1.127 0.61
O 2.568 -3.637 -0.439 -0.41
C 4.295 -1.895 0.926 -0.33
H -2.976 -2.561 2.039 0.05
C 3.293 -1.747 -6.608 -0.71
C -3.060 2.889 0.206 -0.25
C 3.985 6.777 -1.677 -0.73
H -9.422 -0.351 0.602 0.05
P 2.490 -2.327 0.676 0.80
H -0.308 3.465 2.597 0.10
H -4.743 -2.701 1.932 0.05
C -8.372 0.569 2.274 -0.68
C 4.667 5.945 -0.622 -0.73
C 0.684 1.465 2.682 -0.22
H 1.438 0.995 2.026 0.09
Br 0.697 -8.809 3.703 0.54
H -1.372 1.622 0.740 0.09
H 3.774 7.793 -1.354 0.05
C -8.809 0.516 0.832 -0.69
Br -4.283 1.591 -3.861 0.61
C -1.607 2.351 -0.063 -0.21
H 1.897 -0.153 5.570 0.10
Br 2.292 5.980 -2.195 0.61
H -1.544 1.811 -1.030 0.10
H -4.346 -2.239 -3.940 0.05
H 2.110 -1.415 -4.850 0.06
C -4.025 1.659 0.183 -0.17
H -0.322 1.074 2.402 0.09
H 4.050 -2.275 -6.031 0.06
N 0.450 -3.645 1.866 -0.30
C 4.101 3.407 -5.398 -0.69
```

charge = -1
orbital gap = 0.1224 Ha
E_tot = -37570.4278 Eh
spin multiplicity = 1
maximum force = 0.0502 Eh/bohr

No. 2
C27H57FN6O21S3 as an isolated structure. Source: the Open Molecules 2025 dataset; level of theory: ωB97M-V/def2-TZVPD.

```
115
Properties=species:S:1:pos:R:3:lowdin_charge:R:1
H -5.720 23.801 17.696 0.08
H 8.915 24.064 11.701 0.07
N 7.504 21.791 10.795 0.04
H 2.813 24.262 7.798 0.07
H 1.942 20.455 5.670 0.08
H 1.399 22.320 17.013 0.06
H 5.614 20.562 10.748 0.04
C 0.956 28.592 12.933 -0.24
H 0.469 23.745 6.943 0.14
H 0.305 17.974 16.840 0.08
H 3.087 26.010 8.083 0.07
H 0.632 20.336 4.514 0.08
H 0.300 20.070 6.239 0.06
S 1.093 24.054 12.280 0.75
H 1.641 22.407 8.807 0.06
F 4.136 16.862 14.744 0.08
H 5.983 21.495 9.390 0.07
O 3.866 21.685 18.406 -0.19
H -0.317 29.019 11.190 0.12
H 6.752 19.894 9.757 0.08
C 0.881 20.656 5.526 -0.01
N 0.719 22.767 6.917 0.02
O 4.654 18.893 14.405 0.13
C -4.816 23.198 17.785 -0.10
H 3.385 22.196 14.042 0.12
C 8.535 22.429 10.336 -0.65
H -0.768 20.450 16.284 0.08
H 4.830 26.462 9.750 0.14
N -0.149 19.746 15.907 0.05
O 3.744 19.170 18.179 -0.23
O -1.000 29.021 15.423 -0.23
C -0.236 19.537 14.526 -0.59
H 6.708 22.369 17.162 0.14
H 1.878 20.674 12.181 0.13
H 1.871 25.359 8.928 0.06
H 4.932 17.015 12.395 0.15
O 1.272 22.578 11.550 -0.21
N -3.841 23.487 16.787 0.00
C 3.720 17.899 13.985 -0.28
H -0.114 21.975 8.694 0.09
C 0.737 22.205 5.735 -0.51
C 2.845 25.054 8.546 0.00
S 4.054 20.406 17.437 0.77
H -4.474 23.447 18.790 0.07
N -1.117 22.510 19.150 0.05
H -2.909 24.735 13.923 0.08
H -2.068 22.176 19.089 0.14
O -4.939 24.731 15.297 0.05
H -1.897 20.848 14.249 0.08
C -2.581 24.281 14.858 -0.01
H 1.583 22.444 18.665 0.06
O 5.660 20.651 17.254 -0.16
C -3.896 24.261 15.681 -0.54
O 0.579 29.695 13.636 -0.20
C 9.313 23.079 11.460 -0.01
H -2.947 23.154 17.119 0.06
O 2.321 23.687 13.206 -0.21
H 7.170 22.218 11.647 0.11
O 5.665 20.609 13.337 0.16
H 9.369 22.376 12.292 0.08
C 6.017 21.878 17.848 -0.18
S -1.000 29.529 14.083 0.73
O 8.912 22.453 9.202 0.07
O -1.714 30.795 13.810 -0.26
N 4.607 25.638 10.290 0.00
C 0.968 22.850 17.862 0.03
C 4.156 17.756 12.582 -0.10
H 2.664 18.137 14.108 0.15
C 5.024 19.593 13.332 -0.56
C 5.528 25.388 11.339 -0.09
H 6.445 24.985 10.909 0.08
H 1.150 20.973 7.976 0.07
H 1.637 22.026 14.244 0.11
C -1.033 20.491 13.689 0.02
H -0.340 21.328 13.613 0.06
H -5.141 22.167 17.921 0.08
O 4.065 23.486 9.866 0.04
O 4.468 19.047 12.253 0.08
H -0.300 27.344 11.376 0.12
O -1.350 28.428 12.868 -0.21
C 0.773 18.957 16.779 -0.07
H 3.091 21.658 11.497 0.11
H 1.172 27.780 13.628 0.13
H -1.841 24.923 15.336 0.08
H 4.628 23.316 17.284 0.14
H -1.344 20.144 12.704 0.10
H 5.691 26.273 11.955 0.09
H 5.118 24.671 12.050 0.08
H -1.367 22.703 21.297 0.08
O -1.217 22.361 17.013 -0.02
O 0.873 22.882 4.659 -0.04
H 4.676 23.303 18.963 0.15
C 0.847 22.000 8.181 -0.04
H 10.360 23.079 11.158 0.08
O -0.246 24.084 12.945 -0.26
C 6.466 20.872 10.143 -0.01
H 6.528 21.746 18.802 0.14
C 4.752 22.622 18.115 -0.28
O 3.312 20.776 16.185 -0.27
H 1.324 23.856 17.638 0.09
C 3.899 24.666 9.655 -0.51
C -0.220 28.258 11.964 -0.12
C 2.200 21.713 12.123 -0.18
C -0.616 22.816 20.514 -0.04
O 1.327 25.118 11.270 -0.26
H -0.532 23.893 20.655 0.09
O 0.289 18.642 13.990 0.07
H 0.190 22.170 20.862 0.09
H 0.797 19.164 17.849 0.08
C 2.422 22.311 13.544 -0.12
H -2.217 23.273 14.659 0.05
H 1.917 28.873 12.503 0.14
C -0.540 22.658 17.999 -0.52
H 1.799 18.742 16.480 0.05
H 3.360 17.313 11.983 0.15
```

charge = 0
orbital gap = 0.3230 Ha
E_tot = -4265.8391 Eh
spin multiplicity = 1
maximum force = 0.1210 Eh/bohr

No. 3
A 9-piece molecular cluster, C27H57N3O24 overall. Source: the Open Molecules 2025 dataset; level of theory: ωB97M-V/def2-TZVPD.

```
111
Properties=species:S:1:pos:R:3:lowdin_charge:R:1
H -1.181 -1.180 -1.993 0.08
C 4.068 -0.150 0.221 -0.13
H -1.687 0.255 2.850 0.09
H 3.275 -5.969 -2.230 0.08
C 4.949 -1.007 -1.942 -0.64
H 1.600 -3.156 1.587 0.09
H -0.515 0.071 -3.066 0.07
H 2.588 1.019 -2.561 0.08
C -0.374 -0.955 -2.709 -0.07
C -7.766 1.720 -1.821 -0.07
N 2.183 2.834 -1.617 -0.42
H 5.235 -0.972 -5.114 0.08
H -3.519 2.076 6.815 0.07
H -2.676 2.207 1.327 0.06
C -2.907 -0.409 -6.083 -0.07
O 1.147 3.353 3.937 0.04
H -3.824 2.024 -2.312 0.09
C 1.423 -3.468 -3.146 -0.64
H -2.808 0.078 -7.062 0.10
H -4.649 -2.896 1.076 0.09
H 2.816 0.737 3.199 0.14
H 6.100 -0.440 0.441 0.11
H -3.077 3.022 2.894 0.07
H -1.306 -2.127 -4.116 0.11
O -2.271 1.961 -3.725 0.05
H -5.978 1.033 -2.807 0.14
H 3.815 -1.269 0.288 0.14
H 2.382 -0.410 5.291 0.07
H 5.605 0.999 1.399 0.09
H 5.193 -0.592 1.944 0.02
H -3.807 -1.383 1.581 0.09
C 5.002 -3.709 2.994 -0.05
H -3.518 3.517 -3.242 0.12
C -6.336 1.422 -1.786 -0.21
H 3.892 -5.082 -3.580 0.11
H 4.806 -2.409 -4.102 0.08
H 1.219 4.329 1.540 0.09
C 3.170 -5.025 -2.714 -0.04
O 2.434 -1.355 2.767 -0.02
H -2.103 1.215 7.306 0.08
O -2.459 1.067 4.595 0.01
H 2.802 4.906 2.088 0.11
H 3.577 -4.258 -2.050 0.08
C -3.170 1.127 7.136 -0.03
C -1.993 1.224 3.210 -0.16
H -2.297 -1.310 -6.210 0.08
C 5.416 -1.507 -4.205 -0.02
O 4.428 -1.429 4.030 0.09
H -2.546 4.036 -1.107 0.08
H -8.181 0.886 -2.407 0.10
O -3.547 0.023 6.246 -0.02
O 5.098 -0.572 -3.163 -0.01
O 1.777 -4.740 -2.915 0.01
H 2.711 2.476 -3.643 0.11
H -1.293 3.674 -2.261 0.08
H 1.460 5.988 2.161 0.09
H -3.940 -0.775 -5.862 0.11
H 5.776 -3.234 2.439 0.08
O -0.398 -1.819 2.519 0.04
O 2.209 -2.567 -3.201 0.11
C -2.138 3.244 -1.695 -0.05
O 0.119 -3.358 -3.254 0.05
H 0.678 -0.805 4.767 0.09
C 2.882 2.037 -2.665 0.07
C 5.292 -0.001 1.091 -0.05
H -3.710 0.859 8.100 0.11
H -3.972 1.609 2.416 0.09
O 2.513 2.685 -0.424 0.02
C -4.140 -2.012 0.762 0.01
C -2.953 2.078 2.370 -0.04
H -8.201 1.841 -0.870 0.07
H -7.916 2.673 -2.312 0.09
O 3.735 -3.139 2.748 -0.04
C 1.723 4.948 2.294 0.03
H 0.567 -1.790 -4.493 0.16
O -4.051 -0.417 4.090 0.12
O 4.454 0.063 -1.244 -0.04
O 1.641 5.350 4.555 0.06
O -2.280 0.286 -5.043 -0.02
C 3.595 -1.874 3.235 -0.55
O -5.248 -1.336 0.122 0.01
N 0.087 -1.812 1.369 -0.42
C 1.541 -0.114 4.697 -0.04
H 0.573 -0.902 -2.138 0.07
O -3.941 0.322 -0.583 0.11
C -3.429 0.238 4.897 -0.59
C -0.292 -2.044 -3.738 -0.19
O 1.433 3.688 -1.911 0.09
H -5.627 2.147 -1.399 0.11
H -1.750 2.565 -0.989 0.05
H 3.921 2.091 -2.359 0.10
O -6.246 0.246 -0.896 0.01
H 1.239 0.230 2.545 0.10
O -4.252 1.227 -4.655 0.13
C 0.721 -3.037 0.939 0.05
H 1.177 0.865 4.919 0.06
H 4.954 -4.717 2.574 0.10
H 5.164 -3.729 4.119 0.13
H -0.995 1.648 3.371 0.11
H -3.391 -2.254 0.040 0.08
H 0.962 -2.978 -0.147 0.11
C -3.070 1.204 -4.479 -0.61
O 5.222 -2.113 -1.611 0.14
H 3.283 0.608 0.399 0.10
H 6.510 -1.747 -4.161 0.11
C -3.060 2.707 -2.742 -0.19
O 0.190 -0.821 0.666 0.06
C 2.016 -0.048 3.267 -0.20
N 1.459 4.513 3.675 -0.42
H 0.013 -3.835 1.135 0.11
C -5.031 -0.197 -0.480 -0.60
```

charge = 0
orbital gap = 0.3802 Ha
E_tot = -3032.7104 Eh
spin multiplicity = 1
maximum force = 0.0652 Eh/bohr
structure (SMILES) = C[N+](=O)[O-].C[N+](=O)[O-].C[N+](=O)[O-].CCOC(=O)OC.CCOC(=O)OC.CCOC(=O)OC.CCOC(=O)OC.CCOC(=O)OC.CCOC(=O)OC

No. 4
A 8-piece molecular cluster, C27H57N8O12P2 overall. Source: the Open Molecules 2025 dataset; level of theory: ωB97M-V/def2-TZVPD.

```
106
Properties=species:S:1:pos:R:3:lowdin_charge:R:1
H 8.329 3.375 2.358 0.08
H 4.730 4.068 2.810 0.08
H 7.101 4.570 2.808 0.09
H 7.582 -1.262 -4.411 0.14
C -7.485 -3.005 0.064 -0.54
C 0.905 0.330 0.259 -0.08
C 1.385 -0.903 0.685 0.04
H -8.561 -4.283 -1.006 0.14
H 3.809 4.858 1.521 0.09
H -0.678 1.330 -0.831 0.13
C 7.266 0.948 -1.924 -0.02
O -7.060 2.568 1.784 0.01
H -5.892 -0.586 -0.931 0.08
O 6.439 -1.265 -2.313 0.00
H 6.853 1.799 -2.466 0.09
H 4.551 0.662 -3.230 0.08
C -7.489 -2.070 1.253 0.00
O 7.384 3.162 0.042 0.02
P -2.387 -1.020 -1.790 0.98
H -1.884 -7.025 -3.922 0.09
H 1.791 0.424 3.659 0.04
H 8.307 1.162 -1.689 0.09
H -6.504 -1.621 1.334 0.06
C 3.302 0.504 7.388 -0.07
O -5.174 -0.111 -1.377 -0.13
H -8.306 4.597 1.579 0.14
H 9.557 0.238 -4.746 0.09
C -9.890 -3.626 0.511 -0.06
H -4.599 4.443 1.528 0.09
O 0.980 -1.266 5.249 0.02
C 6.700 3.450 1.010 -0.54
H -7.109 6.794 1.589 0.08
H -1.105 -6.239 -1.683 0.15
C -3.704 -4.236 -2.301 -0.02
H -2.800 -7.809 -2.629 0.09
H -3.486 -6.424 -3.482 0.08
H 4.179 -0.043 7.736 0.08
H -3.983 -0.622 1.489 0.10
H -10.689 -3.289 -0.150 0.09
H -0.933 -2.820 -0.667 0.08
C 7.107 -0.325 -2.721 -0.53
H 5.077 3.510 -0.112 0.13
C -0.891 -0.775 -0.828 -0.44
H 8.624 1.498 -3.935 0.07
H -2.316 -0.202 -2.923 -0.04
O 1.081 -1.106 -3.387 0.00
C 2.308 0.599 4.591 -0.02
O -1.792 -4.110 -0.865 -0.03
P -3.854 -0.076 -0.522 0.24
H 5.107 -0.601 -2.130 0.01
N -8.627 -3.677 -0.203 0.02
N 7.727 -0.390 -3.928 0.03
O 1.794 1.813 1.832 0.16
O -3.995 -1.126 0.660 -0.15
H 4.337 0.853 -1.489 0.08
N -7.355 4.733 1.274 0.01
H -10.154 -4.613 0.892 0.09
H 3.488 -0.175 -5.108 0.09
H 2.265 -0.972 1.303 0.14
C -0.253 0.397 -0.498 0.02
H -3.612 -4.128 -3.383 0.10
C 0.701 -2.041 0.342 0.01
H -3.917 -3.272 -1.865 0.01
H -5.072 3.979 -0.122 0.09
C 4.327 3.942 1.811 -0.06
H -7.570 6.343 -0.056 0.08
C -2.418 -4.759 -1.715 -0.49
H 8.124 0.915 -5.526 0.08
H -8.233 -1.282 1.133 0.09
C 2.567 0.236 -4.695 0.00
H -9.824 -2.940 1.348 0.07
H 1.440 2.734 -0.873 0.13
H 2.886 1.053 8.233 0.08
H 2.088 1.612 4.930 0.09
H 6.800 2.843 3.076 0.08
N -1.967 -5.953 -2.122 0.03
C -6.588 3.616 1.366 -0.55
C 4.324 0.135 -2.311 -0.07
H 1.942 -1.123 7.437 0.14
H 6.724 0.830 -0.993 0.07
O -6.488 -3.155 -0.635 0.01
C 2.154 -0.513 -3.451 -0.54
C 7.262 3.569 2.406 0.00
O 2.134 2.335 -0.333 0.12
C 8.551 0.619 -4.566 -0.07
N -0.402 -1.953 -0.398 0.11
H 2.698 -1.038 -1.614 0.11
H -4.701 2.733 1.070 0.04
C -2.569 -6.851 -3.093 -0.05
N 5.366 3.636 0.845 0.01
H -5.924 6.050 0.512 0.07
H 1.017 -3.018 0.666 0.15
H 3.625 3.110 1.808 0.05
H 2.721 1.294 -4.482 0.08
C -6.968 6.048 0.805 -0.08
O -3.461 1.252 -0.017 -0.31
C 1.632 1.574 0.674 -0.44
H 3.383 0.503 4.430 0.09
H -7.699 -2.611 2.175 0.09
H 1.776 0.134 -5.430 0.08
H 3.617 1.218 6.635 0.07
C -5.144 3.709 0.932 -0.02
H -4.539 -4.899 -2.076 0.09
N 3.020 -0.509 -2.408 0.04
N 2.318 -0.407 6.835 0.01
C 1.812 -0.433 5.579 -0.55
```

charge = +1
orbital gap = 0.2649 Ha
E_tot = -3086.6167 Eh
energy above the lowest of the compared OMol25 structures with the same formula, charge and spin = 0.00 kJ/mol
spin multiplicity = 1
maximum force = 0.0425 Eh/bohr

Among the records above, which one has the lowest E_tot? C27H57Br14NOP

E_tot of number 1 (C27H57Br14NOP)? -37570.4278 Eh